A molecular structure, H14O7Rb, computed with the ωB97M-V functional and the def2-TZVPD basis.

Last column: Mulliken charge in e.
Cartesian coordinates (Å):
H: 2.672 -2.158 -1.967  0.2585
O: -1.756 1.836 1.463  -0.5995
O: 2.490 1.496 -1.337  -0.5410
H: 1.710 -0.561 2.535  0.2910
H: -1.538 1.034 1.940  0.3882
H: -1.673 0.877 -3.162  0.2924
O: -1.503 -0.712 2.353  -0.5819
H: -3.426 -0.226 -0.179  0.3104
O: 2.145 -1.674 -1.303  -0.5093
Rb: 0.048 0.133 -0.318  0.7155
H: -0.512 0.339 -3.904  0.2613
H: -1.594 -1.221 1.545  0.2888
H: -0.726 -1.029 2.807  0.2998
H: -1.015 2.447 1.493  0.2935
H: 3.199 1.198 -0.779  0.2976
O: -0.916 0.310 -3.029  -0.5072
O: 1.584 0.315 2.124  -0.5344
H: -3.111 -1.699 -0.126  0.2726
H: 2.816 1.448 -2.206  0.2691
O: -2.682 -0.890 -0.191  -0.5386
H: 1.902 -2.197 -0.584  0.2843
H: 1.887 0.933 2.826  0.2888

Output
Net charge: +1
Orbital gap: 10.987 eV
HOMO level: -14.33 eV
E_tot: -558.99636 Ha
Energy above the lowest of the compared OMol25 structures with the same formula, charge and spin: 0.0 kJ/mol



H14Si6 in the gas phase, computed with the ωB97M-V functional and the def2-TZVPD basis.

Last column: Mulliken spin population.
Cartesian coordinates (Å):
H: 2.313 1.138 0.354  0.0377
Si: 1.298 -0.843 2.658  0.0713
H: -1.997 2.989 -2.256  0.0672
H: 2.584 -0.980 3.159  0.0212
H: 0.780 0.075 3.653  0.0025
H: -3.387 0.191 -0.793  0.0246
H: -2.699 -1.330 1.054  0.0387
H: 2.919 -1.131 -1.896  0.0065
H: -0.587 2.194 0.923  0.0423
H: 0.396 3.121 -2.232  -0.0029
Si: 1.998 -1.829 -1.083  0.0620
Si: -0.797 1.083 -0.101  0.6896
H: 2.612 -3.066 -0.482  0.0243
H: 0.652 -2.153 2.652  0.0033
Si: 1.320 0.004 0.401  0.6149
H: 0.979 -2.511 -1.892  0.0049
H: -3.267 0.792 1.741  0.0380
H: -0.962 1.607 -3.462  0.0073
Si: -2.795 0.202 0.501  0.1463
Si: -0.719 2.197 -2.074  0.1001

Output
Orbital gap (alpha / beta): 4.885 / 5.470 eV
HOMO level (alpha / beta): -4.58 / -9.87 eV
<S²>: 2.004
E_tot: -1744.99765 Ha
Multiplicity: 3



A molecular structure, H15LiO8, computed with the ωB97M-V functional and the def2-TZVPD basis.

Last column: Mulliken charge in e.
Cartesian coordinates (Å):
H: -0.414 0.369 -0.044  0.1852
H: 2.100 -2.157 -0.389  0.2794
H: -0.517 -0.909 -2.039  0.2341
O: -2.083 -2.863 -0.559  -0.5898
O: -0.368 -1.132 -2.848  -0.6009
O: -0.858 -0.299 -0.403  -1.1091
H: -1.602 -2.065 -0.534  0.4288
O: 0.820 2.338 1.610  -0.6229
O: -1.452 3.452 0.067  -0.6173
H: 1.376 3.119 1.929  0.3140
H: -0.421 -1.390 0.785  0.3596
H: -0.952 -1.555 2.260  0.2410
H: 0.391 1.982 2.320  0.2688
H: 0.954 -1.112 -0.358  0.3150
H: -0.994 4.345 -0.226  0.3481
H: -2.291 -3.074 -1.373  0.2846
H: 2.061 1.424 0.832  0.3542
O: 1.859 -1.284 -0.546  -0.6665
H: 0.219 -1.854 -2.602  0.3575
H: 2.689 0.222 0.054  0.4482
O: 2.896 0.984 0.468  -0.7027
H: -0.534 3.109 0.065  0.2668
O: -0.187 -1.771 1.734  -0.6582
Li: -2.701 0.111 -0.202  0.8824

Output
Orbital gap: 8.680 eV
HOMO level: -9.85 eV
E_tot: -618.38901 Ha
Energy above the lowest of the compared OMol25 structures with the same formula, charge and spin: 264.4 kJ/mol



7 unconnected molecules or ions with the total composition H15NO6, computed with the ωB97M-V functional and the def2-TZVPD basis.

Last column: Mulliken charge in e.
Cartesian coordinates (Å):
H: 2.210 -0.468 -3.156  0.2992
O: -1.240 3.746 -0.532  -0.6447
H: -1.014 4.681 -0.560  0.2940
H: 1.804 -1.295 1.654  0.2468
H: -0.281 -3.113 -0.539  0.3249
O: 0.669 1.719 -0.174  -0.6531
H: 0.530 1.153 0.580  0.3325
H: -2.510 -1.727 0.941  0.3195
H: 1.910 -0.608 3.176  0.2589
O: -2.039 0.844 0.542  -0.6451
O: 2.233 0.235 -2.487  -0.5953
H: 0.392 -0.943 2.493  0.2340
H: -1.429 1.433 0.067  0.4078
N: 1.335 -0.538 2.249  -0.7421
H: 3.042 0.728 -2.646  0.2999
H: 1.587 1.684 -0.332  0.2603
H: -2.866 1.454 0.541  0.3190
H: 0.658 -3.557 -1.605  0.2922
O: 0.694 -3.068 -0.773  -0.6097
H: -0.375 3.290 -0.706  0.3351
H: -3.092 -2.978 0.528  0.2903
O: -2.218 -2.671 0.735  -0.6244

Output
Orbital gap: 11.006 eV
HOMO level: -10.36 eV
E_tot: -515.16684 Ha
Energy above the lowest of the compared OMol25 structures with the same formula, charge and spin: 138.2 kJ/mol
SMILES: N.O.O.O.O.O.O